## P
Entry from the Open Molecules 2025 dataset: a 2-piece molecular cluster, C3HF3O overall (the ωB97M-V functional and the def2-TZVPD basis).

## Properties
Gap between HOMO and LUMO: 10.65 eV
Spin multiplicity: 1

Cartesian coordinates (Å):
F 0.47 4.29 -0.66
C -0.36 3.56 -1.31
C -1.52 3.30 -1.57
F -2.55 2.76 -2.16
O -0.23 1.03 0.01
C 0.02 -0.11 0.09
F 0.19 -0.91 -0.99
H 0.29 -0.75 0.89

***

## Q
Entry from the Open Molecules 2025 dataset: a 2-piece molecular cluster, C3HF3O overall (the ωB97M-V functional and the def2-TZVPD basis).

## Properties
Gap between HOMO and LUMO: 11.44 eV
Spin multiplicity: 1

Cartesian coordinates (Å):
O -1.27 1.57 -2.29
C -1.53 0.71 -1.57
F -1.77 0.90 -0.30
F -1.51 -0.57 -1.82
C 1.54 -0.04 1.26
C 1.51 -1.19 1.52
F 1.43 -2.41 1.85
H 1.59 1.03 1.35

***

Most stable one: Q, least stable one: P.

***

## P
Entry from the Open Molecules 2025 dataset: a 2-piece molecular cluster, C4H6N3O2 overall (the ωB97M-V functional and the def2-TZVPD basis).

## Properties
Gap between HOMO and LUMO: 8.25 eV
Spin multiplicity: 1
Charge: +1

Cartesian coordinates (Å):
C -0.63 1.93 0.56
C 1.65 0.16 0.03
C -4.14 -0.75 0.43
C 0.31 -0.03 -0.54
N -0.78 0.86 -0.05
N 1.86 1.13 0.89
N 2.55 -0.80 -0.23
O -5.14 -0.98 0.90
O -3.12 -0.45 -0.01
H 0.33 0.23 -1.63
H 0.14 -1.12 -0.45
H -1.76 0.41 -0.19
H 2.73 1.05 1.33
H 2.58 -1.12 -1.16
H 3.42 -0.52 0.14

***

## Q
Entry from the Open Molecules 2025 dataset: an isolated ion of composition C4H6N3O2 and charge +1 (the ωB97M-V functional and the def2-TZVPD basis).

## Properties
Gap between HOMO and LUMO: 10.53 eV
Spin multiplicity: 1
Charge: +1

Cartesian coordinates (Å):
C 2.27 0.79 -0.04
C 0.94 0.11 0.07
N 0.71 -1.19 -0.08
C -0.68 -1.41 -0.01
C -1.36 -0.25 0.08
N -2.72 0.23 0.04
O -3.57 -0.58 -0.12
O -2.89 1.40 0.10
N -0.27 0.74 -0.04
H 2.72 1.00 0.97
H 2.92 0.04 -0.58
H 2.00 1.66 -0.47
H 1.39 -1.95 0.03
H -1.19 -2.30 0.24
H -0.28 1.70 -0.20

***

Most stable one: P, least stable one: Q.

***

## P
Entry from the Open Molecules 2025 dataset: one molecule with the formula C20H30N4O2 (the ωB97M-V functional and the def2-TZVPD basis).

## Properties
Gap between HOMO and LUMO: 8.51 eV
Spin multiplicity: 1

Cartesian coordinates (Å):
C -2.31 4.44 -5.44
C -2.57 3.24 -4.54
C -1.34 2.88 -3.71
C -1.60 1.67 -2.81
N -0.43 1.36 -2.01
N -0.40 1.92 -0.81
C 0.62 1.76 -0.02
C 0.51 2.40 1.33
C 0.35 1.29 2.37
O 1.17 1.07 3.24
N -0.78 0.57 2.20
C -0.96 -0.71 2.84
C -0.46 -1.85 1.93
N -0.16 -3.11 2.57
C 0.94 -3.08 3.52
C 2.20 -2.42 2.97
C -1.32 -3.77 3.15
C -2.40 -4.09 2.13
C 1.74 0.93 -0.39
C 2.83 0.68 0.45
C 3.84 -0.16 0.03
C 3.79 -0.76 -1.22
C 2.73 -0.52 -2.06
C 1.70 0.32 -1.65
C 0.56 0.56 -2.55
O 0.45 0.09 -3.67
H -3.20 4.68 -6.03
H -2.04 5.31 -4.85
H -1.49 4.23 -6.13
H -3.40 3.46 -3.87
H -2.85 2.38 -5.15
H -1.05 3.73 -3.09
H -0.50 2.65 -4.38
H -2.42 1.88 -2.13
H -1.82 0.80 -3.43
H 1.41 2.97 1.57
H -0.36 3.06 1.35
H -1.34 0.76 1.38
H -0.37 -0.68 3.76
H -2.02 -0.84 3.10
H -1.19 -2.03 1.14
H 0.46 -1.51 1.44
H 0.66 -2.58 4.46
H 1.17 -4.12 3.76
H 3.04 -2.67 3.62
H 2.42 -2.79 1.97
H 2.11 -1.34 2.94
H -1.76 -3.19 3.98
H -0.96 -4.72 3.57
H -3.11 -4.79 2.56
H -2.95 -3.20 1.83
H -1.95 -4.55 1.25
H 2.88 1.13 1.43
H 4.67 -0.36 0.69
H 4.59 -1.41 -1.54
H 2.66 -0.97 -3.04

***

## Q
Entry from the Open Molecules 2025 dataset: one molecule with the formula C20H30N4O2 (the ωB97M-V functional and the def2-TZVPD basis).

## Properties
Gap between HOMO and LUMO: 10.13 eV
Spin multiplicity: 1

Cartesian coordinates (Å):
C 2.19 1.26 0.67
C 2.15 -0.15 1.13
C 2.41 -0.63 2.44
C 2.26 -1.99 2.37
C 2.40 -3.02 3.42
N 1.90 -2.27 1.07
C 1.66 -3.52 0.50
O 1.79 -4.54 1.14
C 1.19 -3.45 -0.92
C -0.33 -3.23 -0.92
C -0.91 -3.08 -2.33
C -0.40 -1.85 -3.09
C -0.60 -0.55 -2.32
C -0.33 0.68 -3.18
C -0.44 1.97 -2.38
C -1.89 2.34 -2.04
C -1.90 3.40 -0.98
O -2.06 4.58 -1.17
N -1.68 2.89 0.30
N -1.58 1.55 0.51
C -1.36 1.39 1.79
C -1.20 0.04 2.39
C -1.32 2.64 2.45
C -1.53 3.58 1.48
C -1.59 5.06 1.58
N 1.84 -1.14 0.33
H 2.22 1.29 -0.42
H 3.07 1.76 1.07
H 1.31 1.79 1.01
H 2.69 -0.05 3.29
H 3.18 -3.73 3.15
H 2.65 -2.55 4.37
H 1.47 -3.58 3.54
H 1.68 -2.62 -1.43
H 1.43 -4.39 -1.42
H -0.57 -2.34 -0.34
H -0.81 -4.09 -0.44
H -0.68 -3.98 -2.91
H -1.99 -3.01 -2.24
H 0.66 -1.97 -3.33
H -0.94 -1.79 -4.04
H 0.08 -0.52 -1.46
H -1.62 -0.52 -1.93
H 0.67 0.61 -3.60
H -1.03 0.71 -4.02
H 0.01 2.80 -2.94
H 0.12 1.85 -1.45
H -2.41 1.46 -1.67
H -2.40 2.73 -2.93
H -0.27 -0.02 2.96
H -2.02 -0.17 3.08
H -1.19 -0.71 1.61
H -1.16 2.81 3.50
H -0.85 5.51 0.92
H -2.57 5.42 1.25
H -1.42 5.37 2.60

***

Most stable one: Q, least stable one: P.

***

## P
Entry from the Open Molecules 2025 dataset: an isolated ion of composition C2H7N2S2 and charge +1 (the ωB97M-V functional and the def2-TZVPD basis).

## Properties
Gap between HOMO and LUMO: 8.28 eV
Spin multiplicity: 1
Charge: +1

Cartesian coordinates (Å):
N 1.58 0.93 -0.19
C 1.04 -0.10 -0.89
N -0.25 -0.42 -1.00
C -1.29 0.30 -0.32
S -0.83 0.40 1.51
S -0.16 -1.44 1.90
H 1.02 1.77 -0.13
H 2.57 1.07 -0.01
H 1.61 -0.94 -1.28
H -0.66 -1.20 -1.48
H -1.56 1.28 -0.62
H -2.26 -0.04 -0.56
H -0.80 -1.61 3.08

***

## Q
Entry from the Open Molecules 2025 dataset: an isolated ion of composition C2H7N2S2 and charge +1 (the ωB97M-V functional and the def2-TZVPD basis).

## Properties
Gap between HOMO and LUMO: 8.89 eV
Spin multiplicity: 1
Charge: +1

Cartesian coordinates (Å):
C -1.38 0.46 0.02
C 0.15 0.30 0.02
N -1.19 -2.25 -0.13
N 0.69 1.62 0.04
S -2.18 1.94 -0.04
S -2.42 -0.97 0.06
H 0.58 -0.42 -0.84
H 0.47 -0.20 0.96
H -1.08 -2.75 0.77
H -1.45 -3.02 -0.76
H -0.93 2.54 0.04
H 1.06 2.22 -0.81
H 1.50 1.62 0.75

***

Most stable one: P, least stable one: Q.

***

## P
Entry from the Open Molecules 2025 dataset: a 2-piece molecular cluster, H3O2PS overall (the ωB97M-V functional and the def2-TZVPD basis).

## Properties
Gap between HOMO and LUMO (alpha / beta): 7.48 / 6.27 eV
Spin multiplicity: 1

Cartesian coordinates (Å):
O -1.68 -0.22 -1.38
O 0.38 1.76 -0.37
P -1.74 0.50 0.04
S 1.57 0.78 -0.23
H -0.82 -0.55 -1.68
H -0.87 -0.35 0.77
H 1.81 0.82 1.13

***

## Q
Entry from the Open Molecules 2025 dataset: a 2-piece molecular cluster, H3O2PS overall (the ωB97M-V functional and the def2-TZVPD basis).

## Properties
Gap between HOMO and LUMO (alpha / beta): 6.02 / 8.81 eV
Spin multiplicity: 1

Cartesian coordinates (Å):
O -0.68 0.12 1.94
O 0.37 0.81 -0.95
P -0.77 -0.93 0.72
S 0.85 0.37 -2.33
H 0.21 0.26 2.28
H -2.09 -0.54 0.41
H 2.11 -0.10 -2.06

***

Most stable one: P, least stable one: Q.

***

## P
Entry from the Open Molecules 2025 dataset: a 3-piece molecular cluster, C2H11NO2S overall (the ωB97M-V functional and the def2-TZVPD basis).

## Properties
Gap between HOMO and LUMO: 9.98 eV
Spin multiplicity: 1

Cartesian coordinates (Å):
N 1.85 0.62 -1.76
C 0.85 0.12 -0.81
C 0.96 -1.34 -0.43
S 0.24 -1.58 1.23
H 2.78 0.29 -1.58
H 1.55 0.45 -2.71
H -0.10 0.41 -1.20
H 0.86 0.75 0.09
H 0.45 -2.03 -1.10
H 2.01 -1.61 -0.39
H 0.62 -2.84 1.47
O 1.99 2.91 -3.80
H 1.85 3.82 -3.51
H 2.04 2.39 -2.98
O -5.71 0.38 4.26
H -5.83 1.33 4.34
H -4.93 0.20 4.79

***

## Q
Entry from the Open Molecules 2025 dataset: a 3-piece molecular cluster, C2H11NO2S overall (the ωB97M-V functional and the def2-TZVPD basis).

## Properties
Gap between HOMO and LUMO: 10.17 eV
Spin multiplicity: 1

Cartesian coordinates (Å):
N -1.57 1.91 0.17
C -0.74 0.86 0.72
C 0.71 0.89 0.25
S 1.86 0.16 1.50
H -1.77 1.70 -0.80
H -1.03 2.78 0.14
H -0.78 0.87 1.81
H -1.21 -0.10 0.44
H 1.03 1.91 0.12
H 0.82 0.33 -0.68
H 2.97 0.56 0.85
O 0.23 -2.58 0.36
H 1.03 -2.06 0.51
H -0.43 -2.18 0.93
O -0.17 -1.41 -2.29
H 0.08 -1.93 -1.51
H -1.05 -1.70 -2.53

***

Most stable one: Q, least stable one: P.